No. 1
{"formula": "C5H9NO3", "method": "ωB97M-V/def2-TZVPD", "species": ["C", "C", "O", "C", "C", "O", "N", "C", "O", "H", "H", "H", "H", "H", "H", "H", "H", "H"], "xyz": [[-2.1921, -0.1841, -1.0611], [-1.1356, 0.5803, -0.3247], [-0.3089, -0.2650, 0.3514], [0.8157, 0.4444, 0.8670], [1.4042, -0.0485, 2.1521], [2.0066, 0.2080, 0.0375], [1.9593, -0.2390, -1.2476], [1.2080, -0.9929, -1.8409], [0.6878, -1.6668, -2.6693], [-2.9284, -0.7160, -0.3601], [-2.8160, 0.5702, -1.6704], [-1.7787, -0.9635, -1.7357], [-1.6718, 1.2089, 0.3924], [-0.6136, 1.2594, -1.1544], [0.6907, 1.5284, 0.8154], [0.8326, 0.1402, 3.0341], [2.4189, 0.2405, 2.3382], [1.4213, -1.1047, 2.0760]], "forces_ev_per_a": [[-2.2, -0.6, -0.6], [-1.4, 2.3, -2.6], [3.0, -0.2, 1.7], [0.5, -0.4, -1.1], [-1.0, -0.5, 0.5], [0.8, -0.2, -0.2], [-0.7, 0.2, -0.2], [-0.4, -0.8, -1.2], [0.5, 1.0, 1.4], [1.1, 0.8, -0.8], [1.0, -1.2, 0.8], [-0.2, 0.6, 0.3], [0.3, 0.5, -0.1], [-0.6, -1.2, 1.9], [-0.6, -0.1, 0.1], [-0.6, 0.6, 0.5], [0.4, 0.6, -0.3], [0.1, -1.3, -0.2]], "mulliken_charge": [-1.1281, -0.1967, -0.3939, 0.4959, -1.4710, -0.1965, -0.3120, 0.6987, -0.4620, 0.2748, 0.3273, 0.2679, 0.3691, 0.2901, 0.3271, 0.3834, 0.3670, 0.3587], "e_lumo_ev": 0.8, "smiles": "CCO[C@@H](C)ON=C=O", "homo_energy_ev": -9.446}

---

No. 2
{"formula": "C36H33N8S3SbV", "method": "ωB97M-V/def2-TZVPD", "species": ["V", "C", "C", "C", "C", "C", "C", "N", "Sb", "C", "C", "C", "C", "C", "C", "N", "C", "C", "C", "C", "C", "C", "N", "H", "H", "H", "H", "H", "H", "H", "H", "H", "H", "H", "H", "H", "H", "H", "H", "H", "H", "C", "C", "N", "C", "C", "S", "C", "C", "S", "C", "N", "C", "H", "H", "H", "H", "H", "H", "H", "H", "N", "C", "C", "C", "C", "C", "C", "N", "C", "C", "C", "S", "C", "N", "H", "H", "H", "H", "H", "H", "H"], "xyz": [[-0.1520, 0.1812, 0.1296], [-0.8071, -0.9924, -3.1938], [-1.9123, -0.9784, -2.1765], [-3.1585, -1.4485, -2.5721], [-4.2338, -1.4128, -1.7056], [-4.0344, -0.9371, -0.4159], [-2.7740, -0.5114, -0.0502], [-1.7362, -0.5122, -0.9139], [-2.6714, -0.1176, 2.1078], [-0.6184, -0.6475, 2.6808], [-0.5761, -1.1620, 3.9606], [0.5976, -1.7586, 4.4051], [1.6810, -1.8094, 3.5489], [1.6133, -1.2352, 2.2850], [2.8595, -1.2432, 1.4463], [0.4560, -0.6644, 1.8635], [-2.3928, 1.9918, 2.0134], [-3.2602, 2.7569, 2.7726], [-3.1112, 4.1344, 2.7453], [-2.1090, 4.6600, 1.9597], [-1.2682, 3.8292, 1.2181], [-0.2057, 4.4923, 0.3886], [-1.4057, 2.4793, 1.2442], [-1.1921, -0.6260, -4.1463], [-0.4741, -2.0189, -3.3657], [0.0536, -0.4037, -2.9157], [-3.2734, -1.8213, -3.5822], [-5.2127, -1.7559, -2.0226], [-4.8473, -0.9199, 0.3009], [-1.4532, -1.1227, 4.5953], [0.6593, -2.1819, 5.4020], [2.6120, -2.2694, 3.8594], [3.7131, -0.9709, 2.0696], [2.8233, -0.5768, 0.5969], [3.0544, -2.2542, 1.0774], [-4.0352, 2.2912, 3.3690], [-3.7639, 4.7797, 3.3223], [-1.9656, 5.7325, 1.9117], [-0.2755, 5.5732, 0.4941], [-0.3203, 4.2579, -0.6675], [0.7914, 4.1964, 0.7070], [1.7580, 1.7359, 3.0771], [2.1719, 1.8789, 1.6455], [1.4763, 1.5409, 0.5733], [2.0628, 2.0449, -0.5861], [3.2591, 2.6427, -0.4073], [3.6151, 2.7104, 1.2579], [1.1652, 2.1058, -1.7347], [1.3173, 2.7659, -2.9008], [-0.2028, 2.9535, -3.6494], [-0.9765, 2.0906, -2.3904], [-0.1286, 1.6569, -1.4755], [-2.4715, 2.0190, -2.3493], [0.6782, 1.6687, 3.1494], [2.0852, 2.6120, 3.6364], [2.2062, 0.8669, 3.5615], [3.8973, 3.1151, -1.1445], [2.2123, 3.2121, -3.3158], [-2.8813, 2.9955, -2.6076], [-2.8156, 1.7610, -1.3544], [-2.8746, 1.3071, -3.0722], [1.2927, -3.7318, -1.2378], [2.2141, -2.9864, -1.9237], [3.2480, -3.3817, -2.7645], [4.0147, -2.3802, -3.3102], [3.7413, -1.0386, -3.0125], [2.7088, -0.6718, -2.1738], [1.9131, -1.6673, -1.6061], [0.7982, -1.6280, -0.7228], [0.4687, -2.9277, -0.5373], [-0.5649, -3.6404, 0.2410], [-0.6732, -5.0085, 0.2025], [-1.9290, -5.5463, 1.1978], [-2.2563, -3.9305, 1.6173], [-1.4860, -3.0412, 1.0591], [1.2492, -4.7359, -1.2572], [3.4430, -4.4266, -2.9809], [4.8345, -2.6263, -3.9734], [4.3595, -0.2660, -3.4535], [2.5444, 0.3641, -1.9789], [-0.0921, -5.7355, -0.3511], [-3.0565, -3.6809, 2.3056]], "forces_ev_per_a": [[0.3, 0.7, -0.2], [-0.1, 0.0, 0.1], [0.1, 0.0, 0.1], [-0.1, 0.0, 0.0], [0.0, 0.0, -0.1], [-0.1, 0.0, 0.0], [0.3, -0.1, 0.2], [-0.7, -0.4, -0.3], [-0.1, -0.2, 0.1], [-0.2, -0.1, -0.3], [0.0, 0.0, 0.0], [0.1, 0.0, 0.0], [0.0, 0.0, 0.1], [-0.1, 0.0, -0.1], [-0.1, -0.1, 0.1], [0.1, -0.4, 0.7], [-0.1, -0.2, 0.0], [0.0, 0.0, 0.0], [-0.1, 0.1, 0.1], [0.0, 0.1, 0.0], [0.0, -0.2, 0.0], [0.0, -0.1, 0.0], [0.1, 0.2, -0.1], [0.0, 0.0, 0.0], [0.0, 0.0, 0.0], [0.1, 0.1, 0.0], [0.0, 0.0, 0.0], [0.1, 0.0, 0.0], [0.0, 0.0, -0.1], [0.0, 0.0, 0.0], [0.0, 0.0, -0.1], [-0.1, 0.0, 0.0], [0.0, 0.0, 0.0], [0.0, 0.1, -0.1], [0.0, 0.0, 0.0], [0.0, 0.0, 0.0], [0.0, 0.0, 0.0], [0.0, -0.1, 0.0], [0.0, 0.0, 0.0], [0.0, -0.1, -0.1], [0.1, -0.1, 0.0], [0.2, 0.0, 0.0], [0.0, 0.2, -0.1], [0.3, 0.2, -0.2], [-0.3, -0.1, 0.2], [0.2, 0.2, 0.0], [0.0, -0.1, 0.1], [-0.3, 0.0, 0.2], [0.1, 0.2, -0.2], [-0.1, -0.1, 0.0], [0.1, 0.2, 0.0], [0.3, 0.1, -0.2], [0.1, 0.0, -0.1], [-0.1, 0.0, 0.0], [0.0, 0.0, 0.0], [0.0, 0.0, -0.1], [-0.1, -0.1, 0.1], [-0.1, 0.0, 0.1], [0.0, 0.0, 0.0], [0.0, 0.0, 0.1], [0.1, 0.0, 0.0], [0.0, -0.1, 0.0], [0.0, 0.1, 0.0], [0.0, -0.2, 0.0], [0.1, 0.0, -0.1], [0.0, 0.1, 0.0], [0.0, -0.1, 0.0], [-0.1, 0.1, 0.0], [0.1, -0.6, -0.1], [0.2, 0.2, -0.2], [-0.2, 0.1, 0.1], [0.1, -0.2, -0.1], [0.0, 0.0, 0.0], [-0.1, 0.1, 0.1], [0.1, 0.5, -0.1], [0.0, 0.0, 0.0], [0.0, 0.1, 0.0], [-0.1, 0.0, 0.0], [0.0, 0.0, 0.0], [0.0, 0.1, 0.0], [-0.2, 0.1, 0.1], [0.1, 0.0, -0.1]], "mulliken_charge": [-0.1186, -1.7881, 0.5581, -0.7695, -0.9946, -0.8039, -0.6445, 2.1863, 1.0776, -0.6009, -0.8347, -0.9820, -0.7407, 0.5273, -1.7920, 2.1886, 0.0185, -1.0880, -0.7462, -0.9722, 0.7636, -0.7570, 0.5997, 0.5078, 0.3922, 0.0969, 0.5825, 0.5075, 0.6271, 0.6150, 0.5113, 0.5728, 0.5037, 0.0757, 0.4135, 0.5326, 0.4790, 0.4958, 0.5809, 0.0577, 0.0651, -1.0185, 0.4750, 0.7408, -0.4974, -0.3990, -0.1496, -0.5510, -0.3898, -0.1535, 0.4962, 0.7418, -1.1300, -0.0014, 0.6074, 0.2517, 0.5560, 0.5557, 0.5845, -0.0064, 0.3229, 0.0923, 0.2279, -1.0513, -0.7547, -1.5219, -0.1673, -0.9750, 1.5618, 0.7065, -0.5530, -0.8922, -0.0970, -0.4099, 0.5066, 0.1786, 0.5395, 0.4734, 0.5099, 0.9228, 0.3990, 0.3645], "e_lumo_ev": [-9.2, -8.5], "total_charge": 3, "multiplicity": 3, "s2": 2.016, "homo_energy_ev": [-15.972, -15.969]}

---

Record-wise F_max values, in hartree/bohr: 0.072, 0.017